Record 1
Molecular formula: C23H19N6O4RuS2
Method: DFT, the ωB97M-V functional and the def2-TZVPD basis

Geometry as XYZ:
```
55
Properties=species:S:1:pos:R:3:forces:R:3:nbo_charge:R:1
C 1.780237 3.205127 -3.459822 -0.020 0.164 -0.168 -0.237
C 4.976812 -1.903573 -1.019513 0.102 -0.069 -0.020 -0.529
H -2.094714 3.531431 -0.745406 -0.178 -0.047 -0.071 0.252
C 2.530527 -1.315899 -0.445829 -1.569 1.050 -0.297 -0.097
H -3.197192 0.617110 3.386601 0.069 -0.097 0.009 0.263
C 3.132132 2.526756 0.867073 -0.333 -0.830 -0.563 0.855
C 4.465881 -3.013406 -0.126680 0.020 -0.015 -0.015 -0.550
Ru 0.591331 1.260362 0.263283 -2.104 -2.270 -2.446 1.115
H -5.045557 -4.243142 0.350992 0.090 0.078 -0.017 0.224
S 3.994024 -0.434224 -0.655122 0.429 0.439 0.203 0.344
C -1.083102 3.527069 -0.346034 -0.126 -0.588 -0.106 -0.284
C -1.412087 0.753920 2.269816 0.256 0.540 -0.561 0.101
H 4.825851 -3.990912 -0.446863 0.011 0.035 0.021 0.252
H -2.438154 -1.519067 4.515069 0.044 0.047 -0.071 0.244
C -2.917693 -4.188128 0.025671 -0.259 -0.087 0.049 -0.257
S 2.660055 -3.028440 -0.253484 -0.196 -0.270 -0.154 0.388
N 0.356373 -1.685651 -0.510303 -2.031 0.205 0.441 -0.430
C -2.002294 -1.987578 -0.407867 -0.503 -0.202 -0.058 -0.192
H -0.723066 5.254868 -2.453616 0.093 -0.114 -0.022 0.243
O -0.969692 0.138634 -0.832170 0.632 1.451 0.813 -0.690
O -2.800836 2.627362 1.766661 -0.315 0.538 -0.027 -0.485
N -0.211448 0.257561 1.945365 0.599 -0.071 0.016 -0.412
H 2.514627 3.057937 -4.241395 -0.048 0.022 0.079 0.247
C -1.842433 -3.384460 -0.240957 0.189 0.619 -0.108 -0.142
H -2.714271 0.325857 -0.709810 0.175 0.024 -0.086 0.501
C -2.237155 0.158114 3.179869 -0.431 -0.046 0.328 -0.181
H -0.848157 -3.800721 -0.329203 0.000 0.040 -0.005 0.234
H -0.971511 4.446648 0.223648 0.050 0.062 0.229 0.253
H 0.981390 5.036373 -4.256302 -0.036 -0.066 0.038 0.242
H 4.861310 -2.144251 -2.073234 0.032 -0.105 -0.060 0.232
C -0.025553 4.422825 -2.466455 -0.161 0.306 -0.148 -0.226
H 2.340256 1.448779 -2.355306 0.092 -0.108 0.065 0.229
H 1.209900 -1.188377 2.283991 0.030 -0.049 -0.091 0.228
C -1.805404 -1.012382 3.795383 -0.110 0.001 0.056 -0.120
C -0.842634 -1.124865 -0.605876 1.851 -1.729 -0.032 0.579
C 1.692313 2.307574 -2.424271 -0.236 -0.076 0.360 0.082
H 6.016258 -1.654356 -0.815043 0.027 -0.024 0.003 0.251
O 3.866455 3.433497 0.911850 -0.416 -0.490 0.176 -0.473
C -4.187432 -3.611873 0.140720 -0.145 -0.091 0.032 -0.149
C 0.917030 4.293701 -3.469825 0.060 0.032 -0.091 -0.112
C -3.288498 -1.431396 -0.306022 0.184 -0.010 -0.056 0.346
H -2.789416 -5.257130 0.143797 -0.010 0.078 -0.008 0.225
H 4.733185 -2.846219 0.914427 0.130 -0.006 0.018 0.230
C -1.802661 2.019614 1.538162 0.292 -0.742 -0.120 0.654
C 0.222054 -0.844812 2.553129 0.112 0.079 -0.112 0.095
C -0.075378 3.477933 -1.464202 0.079 -0.359 0.285 0.230
N 1.334550 -0.748417 -0.519579 1.853 0.345 0.359 -0.343
C -4.373274 -2.255343 -0.018935 -0.180 -0.079 0.032 -0.277
N 2.420573 1.522923 0.812611 0.333 1.831 0.949 -0.736
C -0.556175 -1.514067 3.482772 -0.019 -0.053 0.104 -0.218
N 0.790493 2.449062 -1.435122 0.444 0.066 0.029 -0.416
O -3.544137 -0.110502 -0.463043 -0.196 -0.137 0.121 -0.671
H -5.355081 -1.800151 0.057944 0.093 -0.073 -0.006 0.235
H -0.178537 -2.414710 3.949836 -0.016 0.066 -0.055 0.247
N -0.880085 2.352993 0.518644 1.265 0.786 0.759 -0.392
```
Positions in Å, forces in eV/Å.

HOMO energy (alpha / beta): -10.42 / -10.42 eV
Charge: +1
Energy relative to the best compared isomer or geometry (same formula, charge and spin): 97.9 kJ/mol



Record 2
Molecular formula: C23H19N6PdS6Sb
Method: DFT, the ωB97M-V functional and the def2-TZVPD basis

Geometry as XYZ:
```
56
Properties=species:S:1:pos:R:3:forces:R:3:nbo_charge:R:1
H 4.851278 -4.198846 4.881021 0.000 0.008 -0.004 0.200
S -0.102442 -1.318300 0.869524 -0.008 -0.093 -0.199 -0.151
C 5.341436 -0.997986 5.026849 -0.019 -0.064 0.046 0.042
S 0.851168 1.214633 -2.978033 0.197 -0.543 0.257 -0.492
C -1.985267 -0.323514 -3.651700 0.005 -0.112 -0.055 -0.214
N 5.022202 -2.225921 5.430400 0.026 0.021 -0.100 -0.396
C -5.130714 3.367628 1.730278 0.010 -0.008 0.013 -0.253
C -4.180984 0.736477 1.853032 0.148 -0.193 0.070 0.148
C 5.840680 -1.726172 2.814254 -0.033 0.006 0.047 -0.143
H -2.347252 -0.399685 -5.753411 -0.003 -0.004 0.007 0.229
S 1.054312 -0.600647 -5.745049 -0.115 -0.030 0.179 -0.411
Sb 0.971863 1.893120 -5.801636 -0.321 0.039 -0.095 0.992
C -2.682261 -0.001757 -4.805000 -0.027 0.030 0.007 -0.210
H -6.216619 0.199811 2.261319 0.002 0.020 -0.008 0.211
H -1.130714 -0.986054 -3.689161 0.069 0.051 -0.020 0.242
C 4.079689 -2.114166 -0.206033 0.015 -0.020 -0.050 -0.239
H 2.574997 1.377256 -0.239224 -0.030 0.012 0.048 0.232
C 3.025811 0.396592 -0.192262 0.077 0.062 -0.153 0.075
H -3.088965 3.897006 1.352056 0.004 -0.015 -0.001 0.215
C 2.858172 -1.827779 -0.782489 0.096 0.103 -0.080 0.066
N -2.519813 -1.125174 1.922928 -0.284 0.231 0.035 -0.204
C -3.784902 3.089548 1.542757 0.024 -0.001 -0.025 -0.199
H 2.272162 -2.586103 -1.281133 -0.047 -0.037 0.041 0.231
C -4.214000 1.337271 -3.512080 0.037 -0.023 -0.005 -0.197
C 5.756873 -0.695333 3.737985 0.008 0.005 -0.024 -0.258
N -3.784979 -0.607771 1.985492 0.105 -0.073 -0.316 -0.416
H 4.784019 1.012336 0.857703 0.001 0.000 -0.023 0.241
Pd 0.328065 -0.352679 -1.154689 -0.457 0.559 0.183 0.635
H 5.579867 -3.843546 2.531509 0.004 0.004 0.015 0.229
H -5.077005 1.987219 -3.459214 0.004 0.012 -0.006 0.219
H -4.322936 1.097058 -5.640747 -0.002 -0.010 0.008 0.218
S 1.653553 -0.574607 -3.742902 0.349 -0.050 -0.502 -0.084
H -7.053677 2.509147 2.141452 0.009 -0.010 0.010 0.216
N 2.344099 -0.592050 -0.774711 -0.216 -0.137 0.338 -0.441
C -3.532202 1.010159 -2.351726 -0.041 0.140 0.023 -0.230
C 5.516744 -3.011704 3.220123 -0.002 0.000 -0.021 -0.257
S 3.065284 2.478722 -6.087297 0.244 0.087 0.046 -0.664
C -3.304756 1.789084 1.595201 0.002 0.000 0.047 -0.233
N -2.413911 -0.281029 -0.236364 0.104 -0.467 0.213 -0.145
S 6.386383 -1.410041 1.142867 0.006 -0.005 -0.025 0.272
C 4.790849 -1.091556 0.406683 0.022 -0.032 0.006 -0.110
H 6.013272 0.318812 3.462492 0.003 -0.010 0.012 0.229
H -3.838721 1.396909 -1.387760 -0.007 -0.014 -0.027 0.241
H 5.265222 -0.214048 5.772066 -0.001 -0.005 -0.008 0.200
H -5.494698 4.385112 1.683806 0.004 -0.015 -0.016 0.216
C -5.998970 2.317227 1.989862 -0.017 -0.064 0.010 -0.183
C -3.789250 0.833731 -4.736527 0.002 0.006 0.008 -0.192
C -1.793363 -0.846451 0.904562 -0.121 0.213 -0.177 0.123
C -5.531055 1.014782 2.056930 -0.105 0.054 -0.059 -0.259
H -4.380037 -1.176816 2.559036 0.066 0.064 0.263 0.390
C -2.418685 0.189204 -2.443270 0.156 -0.125 0.342 0.160
N -1.697686 -0.187709 -1.244032 0.037 0.325 -0.297 -0.150
C 4.255011 0.186818 0.403271 -0.006 0.055 -0.022 -0.237
C 5.112456 -3.205602 4.533383 -0.009 0.041 0.066 0.043
H -2.248115 1.609566 1.459505 0.032 -0.003 -0.002 0.211
H 4.468514 -3.122182 -0.231894 0.003 0.013 -0.023 0.241
```
Positions in Å, forces in eV/Å.

HOMO energy: -7.34 eV



Record 3
Molecular formula: C23H19NO3S
Method: DFT, the ωB97M-V functional and the def2-TZVPD basis

Geometry as XYZ:
```
47
Properties=species:S:1:pos:R:3:forces:R:3:nbo_charge:R:1
N 2.404340 -0.523100 -1.996103 -0.780 -0.224 -0.138 -0.331
H 1.547637 -0.048179 0.850051 0.359 0.796 0.199 0.230
H 1.339303 4.825043 1.648743 -0.368 1.248 0.405 0.216
H 0.286030 -0.281521 -1.436538 -0.256 0.436 0.523 0.222
H -2.166362 4.243183 2.581717 1.574 0.591 0.971 0.189
C 1.021741 -0.774706 -2.013524 2.413 -1.649 -0.860 -0.075
H 2.294235 -2.875881 -4.246573 0.337 -0.915 -0.844 0.227
C 0.559382 2.930081 2.299165 1.217 -0.077 -0.764 0.261
H -1.356848 -0.792135 4.530606 1.202 0.237 1.458 0.209
H 2.718881 4.074501 -0.059345 0.091 -0.591 0.257 0.222
C 2.434087 1.932523 0.378864 -0.510 -0.205 -0.277 0.039
H 4.147793 0.150758 -4.806931 0.060 -0.178 0.188 0.474
H -5.337581 -1.635707 1.830603 -0.678 -0.150 -0.244 0.219
H 0.032826 -2.313733 -3.099903 -1.912 -0.953 -0.423 0.209
C 3.485407 1.400580 -0.556082 -1.804 0.648 0.683 -0.129
C -1.085450 4.556099 2.872524 -1.883 1.652 -1.118 -0.264
C 4.703819 1.939603 -0.644200 2.442 1.218 1.133 -0.333
C 2.153252 -2.187419 -3.474270 -0.436 1.057 1.119 -0.268
C -2.271583 -0.880260 4.042161 -0.744 -0.524 -1.981 -0.183
H 5.023098 2.706490 0.085910 0.040 -0.431 -0.819 0.238
H -1.256107 0.163775 0.942833 0.848 -0.097 0.248 0.187
H -5.524992 -1.950191 4.339065 0.867 0.083 -0.379 0.216
C 2.224251 3.313589 0.557022 0.503 -0.672 0.431 -0.228
H -3.339550 -1.568215 5.779520 -0.608 -0.054 -1.562 0.226
C -3.429235 -1.426807 4.659751 1.105 1.235 0.004 -0.224
C -0.881955 -0.236276 1.910378 -1.406 0.754 1.135 -0.094
H -0.206129 -1.110199 1.764585 -0.417 0.644 0.209 0.198
H -1.057935 5.337060 3.704464 -0.168 -1.466 -0.764 0.197
H -0.768061 5.146196 1.959682 0.216 -0.992 0.854 0.181
C -2.172996 -0.582410 2.649186 -2.092 -1.961 1.527 -0.042
S 5.838521 1.191906 -1.782240 -2.709 0.204 0.672 0.401
C 4.493181 -0.956923 -3.200150 -2.774 2.519 -0.341 0.052
C 0.706808 1.528118 2.063393 -1.485 0.990 -0.100 0.332
C 1.581832 1.035020 1.078444 -0.267 0.228 0.677 -0.324
C 1.378146 3.780081 1.569349 0.122 -1.218 -0.884 -0.273
C -4.520232 -1.429114 2.475785 1.188 0.886 1.452 -0.228
O -0.299461 0.827135 2.726275 1.106 -1.176 -1.655 -0.515
C -4.570509 -1.623449 3.872080 -0.555 -0.487 0.215 -0.203
C -3.371164 -0.862763 1.942702 1.908 0.229 -0.850 -0.191
H -3.225594 -0.679242 0.878989 -0.786 -0.168 -0.146 0.194
O 4.772800 -0.551696 -4.578053 -0.030 -0.860 1.224 -0.698
C 3.038955 -1.326227 -2.920544 0.336 -0.995 -0.897 0.109
H 5.151156 -1.702151 -2.854528 1.107 -0.863 -0.196 0.213
C 3.379238 0.368305 -1.508298 -2.298 0.347 0.119 0.103
O -0.365686 3.391906 3.178306 0.340 -0.350 0.211 -0.494
C 4.434116 0.212623 -2.257417 5.833 -0.093 -1.151 -0.195
C 0.927918 -1.864952 -2.866134 -0.245 1.347 0.479 -0.273
```
Positions in Å, forces in eV/Å.

HOMO energy: -8.21 eV
SMILES string: COc1ccc(-c2csc3c2-n2cccc2[C@H]3O)cc1OCc1ccccc1